{"formula": "C13H25ClO8P", "method": "ωB97M-V with the def2-TZVPD basis set", "total_charge": -1, "orbital_gap_ha": 0.203, "e_tot_ev": -52075.140, "elements": ["C", "C", "Cl", "C", "P", "O", "C", "C", "O", "H", "H", "H", "H", "H", "H", "H", "H", "H", "H", "H", "H", "H", "C", "C", "C", "O", "C", "O", "O", "H", "H", "H", "H", "H", "H", "C", "C", "C", "O", "C", "O", "O", "H", "H", "H", "H", "H", "H"], "xyz": [[1.93503, 1.23029, -4.02743], [1.87223, -0.20315, -4.84249], [0.16402, -0.30415, -5.61836], [2.03395, -1.53212, -3.89029], [3.84139, -1.79117, -3.23233], [3.06343, -2.05178, -1.65666], [2.88818, -3.53132, -1.47731], [3.05851, -4.40194, -2.87471], [3.72077, -3.45163, -3.78602], [1.18633, 1.30462, -3.12407], [1.57310, 2.05712, -4.80898], [3.02821, 1.53671, -3.71469], [2.72663, -0.13455, -5.67278], [1.25568, -1.52348, -2.98497], [1.83907, -2.47278, -4.59907], [5.13436, -2.24287, -2.71980], [4.09858, -0.40389, -2.89151], [4.46885, -1.42912, -4.49929], [3.49634, -4.00901, -0.57370], [1.77765, -3.73576, -1.16883], [3.80834, -5.28953, -2.73276], [2.02742, -4.85684, -3.20525], [0.47150, -0.17659, 1.29479], [-0.15301, 1.03262, 0.62946], [-1.65031, 1.02017, 0.65596], [-1.97771, 1.83218, -0.45712], [-0.94441, 1.68906, -1.34610], [-0.97121, 2.07403, -2.50129], [0.11629, 1.05239, -0.76310], [0.04111, -1.10742, 0.90935], [1.54600, -0.21931, 1.08805], [0.32097, -0.14759, 2.37825], [0.25554, 1.95447, 1.06240], [-2.05866, 1.43966, 1.57954], [-2.08071, 0.02610, 0.49242], [-3.89126, 3.66200, 5.80627], [-4.34604, 2.38494, 5.13012], [-4.26698, 1.18068, 6.01684], [-4.14742, 0.12495, 5.08055], [-3.52420, 0.66127, 3.98399], [-3.06973, 0.00820, 3.06186], [-3.47740, 2.02549, 4.06787], [-2.90877, 3.53459, 6.27395], [-3.78745, 4.47042, 5.07497], [-4.60431, 3.97156, 6.57643], [-5.35111, 2.51770, 4.71015], [-5.15914, 1.05462, 6.63643], [-3.37965, 1.17014, 6.65924]]}

---

{"formula": "C6H5NO", "method": "ωB97M-V with the def2-TZVPD basis set", "total_charge": 0, "orbital_gap_ha": 0.351, "e_tot_ev": -9833.674, "elements": ["C", "C", "C", "C", "C", "C", "H", "H", "H", "H", "H", "N", "O"], "xyz": [[-2.18754, -0.49993, 0.07664], [-0.75099, -0.29590, 0.49258], [-0.28487, 1.03451, 0.47568], [0.97094, 1.27177, -0.07394], [1.50187, -0.18436, -0.42793], [0.36133, -1.12175, -0.36650], [-0.43984, -0.48249, 1.53629], [-1.05757, 1.88946, 0.87751], [1.17611, 2.34190, -1.04831], [2.55675, -0.42802, -0.98292], [0.12598, -2.10942, -0.96250], [-3.37603, -0.25122, -0.26340], [1.40385, -1.16455, 0.66682]]}

---

{"formula": "C22H63N9O7", "method": "ωB97M-V with the def2-TZVPD basis set", "total_charge": 0, "orbital_gap_ha": 0.346, "e_tot_ev": -51574.398, "elements": ["C", "O", "C", "C", "C", "N", "H", "H", "H", "H", "H", "H", "H", "H", "H", "H", "H", "C", "O", "C", "C", "C", "N", "H", "H", "H", "H", "H", "H", "H", "H", "H", "H", "H", "C", "O", "C", "C", "C", "N", "H", "H", "H", "H", "H", "H", "H", "H", "H", "H", "H", "C", "O", "C", "C", "C", "N", "H", "H", "H", "H", "H", "H", "H", "H", "H", "H", "H", "C", "O", "C", "C", "C", "N", "H", "H", "H", "H", "H", "H", "H", "H", "H", "H", "H", "N", "C", "N", "O", "H", "H", "H", "H", "N", "C", "N", "O", "H", "H", "H", "H"], "xyz": [[20.50599, 16.48432, 4.85972], [21.29853, 16.34338, 3.68051], [22.63224, 16.75886, 3.80475], [23.28199, 16.91437, 2.43689], [23.38899, 15.68973, 1.60678], [24.64827, 17.41028, 2.54899], [20.25663, 17.48951, 5.19959], [20.87696, 15.82111, 5.64116], [19.46623, 16.19747, 4.70254], [22.61432, 17.70426, 4.34698], [23.18820, 16.07496, 4.44607], [22.84921, 17.65661, 1.76617], [23.72787, 14.88023, 2.25329], [24.10124, 15.79329, 0.78820], [22.40178, 15.53572, 1.17112], [24.57918, 18.00154, 3.36492], [25.28829, 16.69030, 2.85246], [23.96567, 14.26838, -6.52400], [22.77461, 13.84196, -7.20886], [21.97625, 14.93111, -7.79106], [21.29126, 15.84658, -6.64535], [20.24048, 15.07996, -5.85338], [20.75584, 16.99739, -7.35325], [24.68145, 13.44659, -6.50356], [23.79273, 14.55061, -5.48547], [24.54399, 14.99044, -7.10043], [22.57426, 15.57525, -8.43570], [21.21630, 14.43571, -8.39534], [21.97477, 16.15070, -5.85261], [20.68099, 14.23971, -5.31669], [19.38144, 14.73135, -6.42664], [19.83626, 15.70314, -5.05567], [21.55353, 17.60508, -7.47369], [20.10195, 17.50384, -6.77356], [29.50578, 17.85850, -12.53316], [30.74450, 18.38298, -12.92177], [31.32485, 19.28242, -11.89102], [32.66214, 19.74869, -12.58674], [33.78978, 18.65407, -12.63308], [33.08044, 20.89222, -11.79049], [28.72598, 18.61835, -12.58453], [29.55776, 17.34105, -11.57522], [29.27652, 17.06777, -13.24749], [30.76161, 20.19177, -11.68142], [31.56832, 18.80077, -10.94400], [32.49846, 20.09846, -13.60603], [34.76330, 19.14094, -12.69078], [33.66237, 17.97757, -13.47818], [33.76222, 18.20424, -11.64061], [33.27641, 20.55073, -10.86040], [32.35316, 21.52539, -11.49006], [11.88328, 23.82137, -1.70875], [12.25210, 22.98092, -2.78660], [13.57165, 23.24678, -3.17065], [14.16945, 22.21104, -4.15742], [14.05941, 20.70040, -3.76479], [15.54494, 22.53774, -4.44746], [12.33140, 23.51846, -0.76242], [10.79967, 23.86187, -1.59809], [12.19347, 24.85545, -1.85899], [13.69993, 24.25612, -3.56166], [14.18821, 23.11233, -2.28190], [13.62894, 22.28346, -5.10119], [13.00300, 20.53172, -3.55587], [14.49084, 20.51567, -2.78100], [14.35649, 19.96421, -4.51169], [15.60533, 23.54513, -4.40722], [16.19930, 22.29984, -3.71581], [21.35782, 8.28024, -12.52395], [22.25988, 7.26730, -12.04536], [23.61034, 7.52461, -12.29437], [24.39612, 6.45030, -11.47335], [24.26437, 6.58511, -9.99223], [25.78030, 6.53628, -11.83298], [21.25999, 9.00959, -11.71985], [20.48742, 7.67174, -12.76934], [21.77449, 8.77436, -13.40164], [23.87024, 7.53564, -13.35287], [23.95774, 8.49186, -11.93128], [24.04011, 5.47494, -11.80504], [24.75664, 5.70065, -9.58787], [23.22394, 6.40628, -9.72091], [24.77519, 7.44864, -9.56623], [26.02915, 7.51275, -11.76460], [26.40775, 6.04249, -11.21445], [23.44145, 23.14003, -8.04164], [24.65018, 23.01892, -7.64100], [25.30960, 22.14649, -8.35728], [25.11422, 23.63372, -6.69464], [22.94777, 23.79340, -7.45046], [23.23556, 22.90696, -9.00257], [24.78926, 21.78649, -9.14453], [26.05460, 21.64377, -7.89647], [21.64423, 20.11827, -15.36026], [21.70214, 19.81859, -14.07704], [21.01736, 18.78739, -13.84917], [22.37270, 20.51684, -13.33022], [20.97430, 19.56582, -15.87611], [22.18282, 20.89062, -15.72562], [20.67852, 18.12627, -14.53342], [21.02572, 18.48262, -12.88628]]}

---

{"formula": "C4H8O2", "method": "ωB97M-V with the def2-TZVPD basis set", "total_charge": 0, "orbital_gap_ha": 0.432, "e_tot_ev": -8372.641, "elements": ["C", "C", "C", "O", "C", "O", "H", "H", "H", "H", "H", "H", "H", "H"], "xyz": [[0.68993, 0.83146, -1.22297], [0.15814, 1.21323, 0.16438], [-0.75400, 0.16212, 0.77624], [0.03665, -0.97164, 1.19092], [-0.12386, -2.12204, 0.53199], [-0.86882, -2.32644, -0.39127], [0.05197, 1.22885, -2.01747], [1.69867, 1.22062, -1.38309], [0.73008, -0.25380, -1.35759], [-0.39962, 2.15623, 0.11065], [0.98540, 1.38294, 0.86269], [-1.22940, 0.53368, 1.68820], [-1.52124, -0.17865, 0.07661], [0.54610, -2.87656, 0.97072]]}

---

{"formula": "C3H4F8KNO7PS2", "method": "ωB97M-V with the def2-TZVPD basis set", "total_charge": -1, "orbital_gap_ha": 0.325, "e_tot_ev": -88032.358, "elements": ["K", "N", "S", "O", "O", "F", "S", "O", "O", "F", "P", "F", "F", "F", "F", "F", "F", "C", "C", "O", "C", "O", "O", "H", "H", "H", "H"], "xyz": [[0.39639, -1.59555, 0.87334], [1.77314, -0.47848, -1.33317], [3.23194, -0.65600, -0.83390], [3.66525, 0.26293, 0.17871], [4.20121, -1.07920, -1.80733], [2.98558, -1.99489, 0.07177], [1.89011, 1.13326, -1.72466], [3.01064, 1.50833, -2.55682], [1.43002, 2.09279, -0.78742], [0.69241, 1.08767, -2.81995], [2.24337, -0.25967, 4.02184], [1.96872, -1.65978, 4.79277], [0.80413, -0.44746, 3.22624], [1.53999, 0.51415, 5.23325], [2.46024, 1.13048, 3.23160], [3.68885, -0.09329, 4.72077], [2.88762, -1.09641, 2.79244], [-3.90493, 0.97819, -2.28297], [-4.71482, -0.27379, -2.03724], [-3.86348, -1.06597, -1.20216], [-2.88623, -0.26661, -0.71296], [-2.10425, -0.62062, 0.10419], [-2.93868, 0.95691, -1.22496], [-4.42966, 1.92397, -2.18975], [-3.45939, 0.91429, -3.27689], [-4.91719, -0.82747, -2.95055], [-5.65096, -0.08777, -1.50617]]}

---

{"formula": "C13H11FIN3", "method": "ωB97M-V with the def2-TZVPD basis set", "total_charge": 0, "orbital_gap_ha": 0.297, "e_tot_ev": -28947.529, "elements": ["C", "C", "N", "C", "N", "C", "C", "C", "C", "N", "C", "C", "F", "C", "C", "I", "C", "C", "H", "H", "H", "H", "H", "H", "H", "H", "H", "H", "H"], "xyz": [[-1.15245, -1.81068, 2.49970], [-0.66601, -0.40521, 2.09285], [-1.67915, 0.25655, 1.19250], [-2.94988, 0.72428, 1.57556], [-3.71793, 0.97218, 0.53009], [-2.89754, 0.69287, -0.56965], [-1.67466, 0.26800, -0.16285], [-0.56309, -0.00940, -1.06573], [-0.61192, -0.84723, -2.15502], [0.67210, -0.91597, -2.68424], [1.56335, -0.11509, -1.99939], [2.93365, 0.12292, -2.14309], [3.68618, -0.42224, -3.12824], [3.57152, 0.92147, -1.19215], [2.87333, 1.43478, -0.10039], [3.93916, 2.54959, 1.54123], [1.46111, 1.25898, -0.03528], [0.84200, 0.45020, -0.95909], [-1.96384, -1.65815, 3.18503], [-0.38104, -2.38714, 2.99777], [-1.53230, -2.36938, 1.66848], [-0.47245, 0.20514, 2.96364], [0.29793, -0.54315, 1.57342], [-3.23586, 0.77514, 2.63063], [-3.21308, 0.85045, -1.59606], [-1.52599, -1.28220, -2.53617], [0.91556, -1.44530, -3.55633], [4.63072, 1.06140, -1.31311], [0.85057, 1.66719, 0.74589]]}

---

| no. | highest occupied orbital energy (Ha) |
| --- | --- |
| 1 | -0.1437 |
| 2 | -0.3561 |
| 3 | -0.3359 |
| 4 | -0.3952 |
| 5 | -0.2624 |
| 6 | -0.2928 |